Molecular formula: C9H36O9
Method: DFT, ωB97M-V/def2-TZVPD

Element x y z (Å)
C  2.32  -3.49  -1.13
O  1.88  -4.66  -0.44
H  2.19  -2.60  -0.51
H  3.37  -3.63  -1.37
H  1.78  -3.35  -2.07
H  1.02  -4.43  -0.07
C  0.33  0.60  -0.56
O  0.08  -0.74  -0.90
H  0.84  0.70  0.41
H  0.98  1.05  -1.32
H  -0.59  1.20  -0.51
H  -0.72  -1.02  -0.43
C  -1.44  -5.04  -0.01
O  -0.75  -3.90  0.49
H  -0.75  -5.88  0.00
H  -2.31  -5.30  0.61
H  -1.82  -4.88  -1.03
H  -1.37  -3.16  0.53
C  3.23  3.79  2.54
O  2.72  2.80  1.64
H  2.58  3.91  3.41
H  4.23  3.47  2.83
H  3.30  4.77  2.07
H  2.04  3.21  1.08
C  0.75  1.54  4.33
O  1.54  0.82  3.41
H  0.58  0.91  5.20
H  1.24  2.45  4.70
H  -0.23  1.80  3.92
H  2.04  1.42  2.84
C  3.06  -0.48  -2.73
O  3.35  -1.37  -3.79
H  3.50  0.52  -2.88
H  1.99  -0.34  -2.57
H  3.52  -0.86  -1.82
H  3.23  -0.91  -4.62
C  -2.36  -1.32  1.89
O  -2.54  -1.66  0.50
H  -3.29  -1.48  2.45
H  -1.59  -1.95  2.32
H  -2.06  -0.27  2.01
H  -2.78  -0.84  0.04
C  -3.80  1.83  -0.12
O  -3.24  0.69  -0.80
H  -2.98  2.42  0.29
H  -4.39  2.44  -0.79
H  -4.43  1.50  0.71
H  -3.79  0.49  -1.56
C  -1.93  3.18  -2.73
O  -1.16  3.82  -3.74
H  -2.79  3.82  -2.50
H  -2.33  2.22  -3.07
H  -1.34  3.02  -1.83
H  -0.88  3.15  -4.37

Summary:
- lowest unoccupied orbital energy (eV) = 0.1
- energy relative to the best compared isomer or geometry (same formula, charge and spin) (eV) = 4.823
- orbital gap (eV) = 9.1

Results of the Mulliken charge analysis, in e, for atoms 1 through 8: number 1, C, carries -0.439; number 2, O, carries -0.559; number 3, H, carries 0.133; number 4, H, carries 0.297; number 5, H, carries 0.264; number 6, H, carries 0.392; number 7, C, carries -0.140; number 8, O, carries -0.456


Molecular formula: C4H7N2O6S
Method: DFT, ωB97M-V/def2-TZVPD

Element x y z (Å)
C  2.01  -1.82  0.20
C  1.30  -1.47  -1.08
C  0.26  -0.26  -1.19
C  -0.94  -0.51  -0.39
N  -1.52  -1.31  0.23
N  -1.00  1.35  1.11
O  0.09  0.94  1.54
O  -2.57  3.19  1.33
O  -2.17  -1.99  0.97
O  -2.07  0.94  1.58
O  -0.23  3.93  0.97
O  -1.47  3.07  -0.89
S  -1.34  3.11  0.55
H  1.37  -1.68  1.16
H  2.92  -1.15  0.17
H  2.41  -2.88  0.18
H  1.99  -1.43  -1.96
H  0.63  -2.40  -1.20
H  -0.16  -0.34  -2.26
H  0.50  0.72  -1.01

Summary:
- lowest unoccupied orbital energy (eV) = 3.2
- energy relative to the best compared isomer or geometry (same formula, charge and spin) (eV) = 7.497
- orbital gap (eV) = 9.3
- total charge = -1

Results of the Mulliken charge analysis, in e, for atoms 1 through 8: number 1, C, carries -0.959; number 2, C, carries -0.478; number 3, C, carries -0.587; number 4, C, carries 0.088; number 5, N, carries 0.543; number 6, N, carries 0.657; number 7, O, carries -0.479; number 8, O, carries -0.583


Molecular formula: CHF3N2
Method: DFT, ωB97M-V/def2-TZVPD

Element x y z (Å)
C  0.30  -0.91  -0.22
N  -0.52  -0.88  -1.14
N  0.72  1.11  0.87
F  1.11  -1.82  0.23
F  0.00  1.74  -0.17
F  -0.24  1.12  1.92
H  -1.37  -0.36  -1.48

Summary:
- lowest unoccupied orbital energy (spin up / spin down) (eV) = -0.6 / -0.7
- energy relative to the best compared isomer or geometry (same formula, charge and spin) (eV) = 8.074
- orbital gap (spin up / spin down) (eV) = 9.7 / 8.4

Atom-resolved charges from Mulliken, all expressed in e: number 1, C, carries 0.459; number 2, N, carries -0.372; number 3, N, carries 0.062; number 4, F, carries -0.155; number 5, F, carries -0.160; number 6, F, carries -0.154; number 7, H, carries 0.321


Molecular formula: C46H58Cl4O26
Method: DFT, ωB97M-V/def2-TZVPD

Element x y z (Å)
Cl  3.54  -4.89  0.65
C  4.33  -5.53  2.09
C  5.15  -4.47  2.79
Cl  4.09  -3.13  3.33
H  5.10  -6.25  1.80
H  3.59  -6.03  2.70
H  5.89  -4.01  2.14
H  5.76  -4.87  3.60
Cl  -0.27  -6.18  4.45
C  -0.35  -4.95  3.17
C  -0.56  -3.57  3.75
Cl  0.74  -3.14  4.90
H  -1.13  -5.15  2.44
H  0.60  -4.94  2.64
H  -1.49  -3.47  4.31
H  -0.56  -2.81  2.97
C  1.40  -8.14  1.36
O  0.43  -7.22  0.94
C  0.40  -6.95  -0.45
C  -0.18  -5.62  -0.84
O  -1.59  -5.64  -0.55
C  -2.22  -4.42  -0.88
H  1.28  -9.10  0.84
H  1.27  -8.29  2.43
H  2.43  -7.78  1.25
H  -0.33  -7.68  -0.84
H  1.24  -7.24  -1.08
H  -0.18  -5.52  -1.93
H  0.30  -4.74  -0.40
H  -1.71  -3.85  -1.66
H  -2.27  -3.85  0.05
H  -3.25  -4.57  -1.22
C  0.53  -1.41  -2.59
O  0.89  -2.64  -1.98
C  2.00  -3.30  -2.52
C  3.35  -2.59  -2.42
O  3.36  -1.55  -3.38
C  4.49  -0.71  -3.24
H  0.74  -1.43  -3.66
H  1.07  -0.64  -2.03
H  -0.55  -1.27  -2.51
H  1.88  -3.52  -3.59
H  2.04  -4.27  -2.03
H  4.21  -3.26  -2.44
H  3.42  -2.09  -1.44
H  4.26  0.23  -3.73
H  5.40  -1.21  -3.62
H  4.81  -0.57  -2.20
C  0.84  5.61  0.39
O  1.00  6.98  0.14
C  2.04  7.55  0.92
C  2.44  8.86  0.28
O  3.16  8.73  -0.94
C  2.53  8.02  -1.97
H  1.57  5.02  -0.19
H  -0.13  5.27  0.03
H  0.99  5.30  1.43
H  2.93  6.91  0.91
H  1.67  7.64  1.95
H  3.17  9.38  0.91
H  1.58  9.52  0.16
H  1.54  8.45  -2.16
H  2.42  6.95  -1.80
H  3.08  8.15  -2.90
C  -5.95  4.47  3.01
C  -6.07  3.22  3.47
C  -5.28  2.06  2.94
O  -5.46  0.93  3.34
C  -4.29  2.43  1.93
C  -4.11  3.71  1.57
C  -4.90  4.85  2.08
O  -4.67  6.00  1.77
O  -3.21  4.01  0.61
O  -7.04  2.89  4.34
H  -6.58  5.27  3.38
H  -3.61  1.68  1.56
H  -3.30  4.94  0.36
H  -6.96  1.93  4.48
C  -7.10  0.03  0.02
C  -8.01  -0.95  0.05
C  -7.58  -2.39  0.22
O  -8.45  -3.24  0.28
C  -6.15  -2.66  0.13
C  -5.26  -1.66  -0.04
C  -5.64  -0.21  0.07
O  -4.86  0.72  0.07
O  -3.98  -1.94  -0.26
O  -9.33  -0.78  0.15
H  -7.43  1.07  0.02
H  -5.86  -3.68  -0.07
H  -3.37  -1.19  -0.19
H  -9.69  -1.69  0.22
C  -2.81  4.69  -3.28
C  -3.71  5.51  -3.83
C  -5.21  5.32  -3.76
O  -6.00  6.00  -4.37
C  -5.61  4.19  -2.92
C  -4.72  3.33  -2.38
C  -3.22  3.50  -2.54
O  -2.44  2.65  -2.18
O  -5.10  2.33  -1.59
O  -3.32  6.58  -4.55
H  -1.76  4.85  -3.50
H  -6.66  4.01  -2.75
H  -4.30  1.91  -1.22
H  -4.13  7.06  -4.80
C  7.72  -1.36  -1.03
C  8.81  -0.59  -1.01
C  9.08  0.41  0.07
O  10.05  1.12  0.20
C  8.01  0.46  1.08
C  6.92  -0.31  1.09
C  6.70  -1.33  0.02
O  5.73  -2.06  -0.03
O  6.10  -0.40  2.14
O  9.73  -0.74  -1.99
H  7.69  -2.13  -1.79
H  8.23  1.14  1.90
H  5.39  -1.00  1.84
H  10.51  -0.22  -1.74
C  1.38  1.28  0.65
C  0.09  1.34  0.30
C  -0.81  0.13  0.26
O  -1.96  0.24  -0.11
C  -0.19  -1.11  0.67
C  1.08  -1.17  1.04
C  1.99  0.03  1.06
O  3.17  -0.07  1.34
O  1.65  -2.31  1.43
O  -0.53  2.46  -0.06
H  1.95  2.20  0.72
H  -0.83  -1.98  0.59
H  2.62  -2.19  1.51
H  -1.37  2.26  -0.50

Summary:
- lowest unoccupied orbital energy (eV) = -1.8
- energy relative to the best compared isomer or geometry (same formula, charge and spin) (eV) = 0.325
- orbital gap (eV) = 7.8

Results of the Mulliken charge analysis, in e, for atoms 1 through 8: number 1, Cl, carries 0.008; number 2, C, carries -0.783; number 3, C, carries -0.423; number 4, Cl, carries -0.162; number 5, H, carries 0.411; number 6, H, carries 0.303; number 7, H, carries 0.145; number 8, H, carries 0.474


Molecular formula: C20H46BF2N16O14
Method: DFT, ωB97M-V/def2-TZVPD

Element x y z (Å)
C  4.03  -1.64  8.51
C  4.21  -1.67  6.95
O  5.50  -1.20  6.52
C  5.38  -0.71  5.17
C  5.01  -1.85  4.12
O  3.90  -1.42  3.34
C  2.74  -2.21  3.42
F  2.50  -2.92  4.62
O  1.77  -1.19  3.56
B  0.47  -1.52  2.97
C  -0.54  -2.12  4.13
C  -0.23  -1.62  5.56
O  -1.10  -1.68  6.41
O  -0.22  -0.36  2.28
C  -0.27  0.67  3.07
N  -0.30  1.48  3.88
O  0.89  -2.49  1.93
C  2.25  -2.86  2.03
C  2.18  -4.39  1.76
C  2.89  -5.36  2.75
C  4.38  -5.03  3.08
F  2.12  -5.65  3.90
O  2.81  -1.95  1.01
C  3.89  -2.47  0.43
N  4.95  -2.73  0.10
H  4.99  -1.76  9.06
H  3.40  -2.52  8.78
H  3.47  -0.74  8.85
H  4.15  -2.75  6.65
H  3.42  -1.07  6.43
H  6.40  -0.31  4.92
H  4.67  0.15  5.13
H  4.95  -2.84  4.60
H  5.90  -1.89  3.43
H  -1.62  -1.93  3.88
H  -0.43  -3.24  4.13
H  0.74  -1.14  5.86
H  2.51  -4.71  0.73
H  1.10  -4.68  1.79
H  2.92  -6.35  2.22
H  5.03  -5.91  2.87
H  4.42  -4.87  4.20
H  4.78  -4.13  2.56
C  -2.51  -6.00  6.15
O  -3.24  -6.97  6.07
N  -1.19  -6.09  6.48
N  -2.94  -4.73  5.91
H  -0.58  -5.30  6.55
H  -0.83  -7.01  6.67
H  -3.90  -4.61  5.66
H  -2.34  -3.92  5.97
C  -2.07  0.77  -1.20
O  -3.04  0.95  -0.47
N  -0.87  0.34  -0.73
N  -2.11  0.99  -2.54
H  -0.07  0.19  -1.32
H  -0.79  0.16  0.26
H  -2.98  1.31  -2.93
H  -1.33  0.85  -3.15
C  -1.93  5.35  2.97
O  -2.07  6.40  2.35
N  -1.21  4.31  2.50
N  -2.51  5.14  4.19
H  -1.09  3.44  3.00
H  -0.77  4.42  1.60
H  -3.06  5.88  4.58
H  -2.40  4.28  4.71
C  -1.88  2.06  -6.08
O  -1.52  1.20  -5.28
N  -1.04  2.59  -7.01
N  -3.14  2.56  -6.11
H  -1.32  3.29  -7.67
H  -0.09  2.25  -7.02
H  -3.80  2.19  -5.44
H  -3.45  3.26  -6.76
C  -1.36  4.92  -10.30
O  -1.03  4.92  -9.12
N  -2.31  5.76  -10.80
N  -0.81  4.08  -11.21
H  -2.59  5.77  -11.76
H  -2.74  6.40  -10.15
H  -0.11  3.44  -10.89
H  -1.07  4.07  -12.18
C  -5.97  5.35  1.07
O  -6.26  6.48  1.43
N  -4.85  4.71  1.48
N  -6.76  4.63  0.22
H  -4.60  3.78  1.19
H  -4.23  5.21  2.11
H  -7.60  5.07  -0.11
H  -6.53  3.70  -0.09
C  0.00  1.20  -13.62
O  -0.25  2.32  -13.21
N  1.12  0.52  -13.24
N  -0.81  0.53  -14.48
H  1.34  -0.40  -13.57
H  1.75  0.98  -12.60
H  -1.64  0.99  -14.78
H  -0.61  -0.39  -14.83

Summary:
- lowest unoccupied orbital energy (eV) = 1.1
- orbital gap (eV) = 7.8
- total charge = -1

Results of the Mulliken charge analysis, in e, for atoms 1 through 8: number 1, C, carries -1.223; number 2, C, carries 0.476; number 3, O, carries -0.484; number 4, C, carries -0.601; number 5, C, carries 0.037; number 6, O, carries -0.499; number 7, C, carries 0.561; number 8, F, carries -0.258


Molecular formula: C24H35ClF4N4O2P2
Method: DFT, ωB97M-V/def2-TZVPD

Element x y z (Å)
C  9.11  -1.38  -0.36
C  8.55  -0.21  0.45
C  7.02  -0.24  0.56
C  6.33  0.55  -0.56
C  4.87  0.10  -0.78
C  3.83  1.21  -0.55
C  2.45  0.62  -0.17
C  1.26  1.46  -0.68
C  0.41  2.09  0.44
C  -1.07  2.26  0.04
C  -2.07  2.05  1.21
C  -2.86  0.78  1.04
C  -2.56  -0.43  1.65
P  -1.14  -0.49  2.79
N  0.27  -0.87  2.18
C  -3.34  -1.62  1.35
C  -2.93  -2.92  2.00
C  -1.62  -3.59  1.48
C  -1.33  -3.54  0.00
N  -1.07  -2.30  -0.60
O  -1.22  -4.55  -0.63
C  -4.45  -1.53  0.50
P  -5.65  -2.86  0.04
O  -5.76  -3.63  1.49
Cl  -4.35  -4.09  -1.02
C  -4.76  -0.27  -0.12
N  -5.83  -0.21  -0.96
C  -6.06  0.94  -1.53
C  -5.25  2.07  -1.28
C  -5.55  3.37  -2.01
F  -4.99  4.40  -1.36
F  -6.89  3.56  -2.06
C  -5.03  3.34  -3.47
F  -3.98  2.49  -3.57
F  -4.60  4.56  -3.83
N  -4.24  2.06  -0.47
C  -3.98  0.87  0.13
H  9.26  -1.14  -1.41
H  8.46  -2.25  -0.32
H  10.07  -1.70  0.05
H  9.01  -0.20  1.43
H  8.82  0.71  -0.08
H  6.70  -1.28  0.48
H  6.69  0.10  1.54
H  6.92  0.38  -1.45
H  6.34  1.61  -0.29
H  4.66  -0.71  -0.09
H  4.76  -0.27  -1.80
H  4.16  1.85  0.27
H  3.72  1.78  -1.46
H  2.39  -0.36  -0.64
H  2.37  0.48  0.90
H  1.61  2.26  -1.33
H  0.62  0.82  -1.30
H  0.81  3.08  0.63
H  0.47  1.48  1.34
H  -1.21  3.27  -0.31
H  -1.32  1.59  -0.78
H  -2.76  2.87  1.18
H  -1.57  2.11  2.17
H  -1.52  -1.37  3.82
H  -1.09  0.75  3.44
H  0.17  -1.04  1.18
H  -3.72  -3.66  1.97
H  -2.77  -2.70  3.05
H  -1.68  -4.65  1.70
H  -0.75  -3.19  2.00
H  -0.70  -2.48  -1.52
H  -1.90  -1.72  -0.70
H  -5.87  -4.58  1.33
H  -6.90  1.01  -2.20
H  -5.81  3.00  -4.14

Summary:
- lowest unoccupied orbital energy (eV) = -1.2
- orbital gap (eV) = 7.6

Results of the Mulliken charge analysis, in e, for atoms 1 through 8: number 1, C, carries -1.120; number 2, C, carries -0.565; number 3, C, carries -0.721; number 4, C, carries -0.603; number 5, C, carries -0.837; number 6, C, carries -0.659; number 7, C, carries -0.995; number 8, C, carries -0.560


Molecular formula: CH19O12
Method: DFT, ωB97M-V/def2-TZVPD

Element x y z (Å)
C  -12.52  5.55  -16.05
O  -13.21  4.53  -16.08
O  -12.17  6.06  -17.24
O  -12.26  6.21  -15.04
H  -12.39  5.44  -17.96
O  -9.57  6.62  -19.12
H  -9.76  5.73  -19.16
H  -9.40  6.72  -18.22
O  -13.08  8.89  -15.31
H  -12.76  9.25  -16.13
H  -12.59  8.06  -15.34
O  -14.92  7.44  -14.08
H  -15.08  6.73  -14.71
H  -14.28  8.00  -14.47
O  -10.12  5.16  -13.96
H  -10.74  5.67  -14.39
H  -9.57  5.71  -13.38
O  -10.11  7.81  -15.97
H  -10.83  7.19  -16.09
H  -10.37  8.54  -16.53
O  -12.29  7.24  -12.34
H  -11.84  6.59  -11.79
H  -12.23  6.92  -13.23
O  -11.27  2.87  -17.15
H  -12.12  3.27  -16.88
H  -11.58  2.04  -17.63
O  -12.58  3.59  -13.42
H  -11.78  3.10  -13.60
H  -12.67  4.11  -14.19
O  -15.66  3.52  -15.63
H  -14.80  3.87  -15.93
H  -15.40  3.03  -14.85

Summary:
- lowest unoccupied orbital energy (eV) = 2.7
- energy relative to the best compared isomer or geometry (same formula, charge and spin) (eV) = 0.264
- orbital gap (eV) = 9.9
- total charge = -1

Results of the Mulliken charge analysis, in e, for atoms 1 through 8: number 1, C, carries 0.633; number 2, O, carries -0.780; number 3, O, carries -0.499; number 4, O, carries -0.093; number 5, H, carries 0.375; number 6, O, carries -0.615; number 7, H, carries 0.287; number 8, H, carries 0.332


Molecular formula: C4H8O5
Method: DFT, ωB97M-V/def2-TZVPD

Element x y z (Å)
O  -2.81  -3.06  2.93
H  -3.62  -3.02  2.37
H  -3.14  -3.27  3.83
O  2.99  2.83  -2.63
O  -0.52  0.19  1.41
O  -0.02  -1.85  0.57
O  0.98  1.94  -2.12
C  2.24  2.33  -1.84
C  -0.06  -0.50  0.51
C  0.28  1.55  -1.05
C  0.52  0.01  -0.81
H  -0.60  -2.23  1.29
H  2.46  2.21  -0.76
H  0.53  2.16  -0.16
H  -0.81  1.68  -1.24
H  -0.01  -0.69  -1.48
H  1.59  -0.27  -0.80

Summary:
- lowest unoccupied orbital energy (eV) = 0.4
- energy relative to the best compared isomer or geometry (same formula, charge and spin) (eV) = 0.845
- orbital gap (eV) = 11.0

Results of the Mulliken charge analysis, in e, for atoms 1 through 8: number 1, O, carries -0.623; number 2, H, carries 0.320; number 3, H, carries 0.317; number 4, O, carries -0.449; number 5, O, carries -0.568; number 6, O, carries -0.452; number 7, O, carries -0.378; number 8, C, carries 0.217